A 15-piece molecular cluster, H30O15 overall in a non-equilibrium geometry. Source: the OMol25 dataset; level of theory: the ωB97M-V functional and the def2-TZVPD basis.

CARTESIAN COORDINATES (ANGSTROEM)
H (0.90, -0.87, -0.25)
H (0.12, 0.23, -0.96)
H (4.68, 2.07, -0.21)
H (5.65, 2.11, -1.38)
H (-0.77, 3.84, 0.41)
H (-2.22, 3.44, 0.21)
H (0.33, -2.54, -1.68)
H (0.37, -3.33, -0.38)
H (2.91, -0.18, 3.29)
H (2.77, -1.62, 2.84)
H (-4.49, -2.19, -2.67)
H (-3.00, -1.97, -2.88)
H (-2.23, 0.49, 2.65)
H (-1.56, -0.03, 3.91)
H (4.62, -1.50, -0.43)
H (4.72, -0.65, 0.82)
H (-1.17, -1.79, 0.49)
H (-0.74, -3.20, 0.88)
H (-0.26, 2.39, -1.52)
H (0.73, 2.51, -0.37)
H (0.53, 0.57, -3.57)
H (-0.82, -0.06, -3.29)
H (-3.05, 1.51, -0.36)
H (-4.49, 1.95, -0.54)
H (-3.94, -0.84, 0.35)
H (-3.89, 0.02, -0.90)
H (2.92, 0.22, 0.64)
H (3.13, 0.69, -0.79)
H (-2.39, -2.49, 2.11)
H (-1.95, -1.81, 3.40)
O (1.01, -0.03, -0.72)
O (5.01, 1.54, -0.95)
O (-1.57, 4.10, -0.05)
O (0.92, -2.80, -0.96)
O (2.58, -0.72, 2.56)
O (-3.66, -2.67, -2.76)
O (-2.02, 0.74, 3.56)
O (5.26, -1.17, 0.21)
O (-0.51, -2.27, 1.00)
O (-0.11, 2.87, -0.70)
O (0.11, -0.28, -3.42)
O (-3.69, 2.16, -0.05)
O (-3.37, -0.24, -0.13)
O (2.52, 0.76, -0.05)
O (-2.17, -1.63, 2.48)

As for the relative energy (zero: lowest compared OMol25 entry of this formula, charge and spin): 201.7 kcal/mol. The multiplicity is 1. Its frontier orbital gap is 7.03 eV. The calculation puts the total energy at -31192.9184 eV. As for the largest force on an atom: 7.96 eV/Å. The calculation puts the HOMO energy at -7.76 eV.

Listed below, in e, are the Mulliken charges computed for each atom:
1. H 0.25
2. H 0.14
3. H 0.31
4. H 0.26
5. H 0.33
6. H 0.31
7. H 0.31
8. H 0.25
9. H 0.27
10. H 0.29
11. H 0.31
12. H 0.30
13. H 0.36
14. H 0.30
15. H 0.33
16. H 0.30
17. H 0.32
18. H 0.33
19. H 0.17
20. H 0.29
21. H 0.31
22. H 0.27
23. H 0.40
24. H 0.28
25. H 0.23
26. H 0.26
27. H 0.10
28. H 0.35
29. H 0.29
30. H 0.23
31. O -0.38
32. O -0.58
33. O -0.65
34. O -0.59
35. O -0.55
36. O -0.61
37. O -0.59
38. O -0.59
39. O -0.63
40. O -0.51
41. O -0.57
42. O -0.66
43. O -0.46
44. O -0.46
45. O -0.62